*a*
9
Properties=species:S:1:pos:R:3 method="wB97M-V/def2-TZVPD" smiles="O=CN(O)C=O" orbital_gap_ha=0.3793
O -1.19649 -1.56845 1.33705
O 0.85885 1.14573 0.43534
O -1.39824 -0.62732 -1.63404
N 0.15202 -0.03851 -0.02940
C -0.25330 -0.82482 1.10330
C -0.49830 0.09047 -1.23028
H 0.53162 -0.21383 1.83150
H 1.80247 1.05502 -0.13193
H 0.00138 0.98172 -1.68154



*b*
9
Properties=species:S:1:pos:R:3 method="wB97M-V/def2-TZVPD" orbital_gap_ha=0.3447
O -1.45961 -1.16167 -1.28663
O 1.53500 1.29625 1.13980
O -0.36871 -0.09206 0.75882
N -0.28176 -0.45490 -1.64131
C 0.29556 0.06114 -0.52041
C 0.65721 0.53916 1.64599
H -2.06226 -1.09498 -2.33527
H 1.50445 0.37108 -0.46842
H 0.18012 0.53598 2.70743



*c*
9
Properties=species:S:1:pos:R:3 method="wB97M-V/def2-TZVPD" smiles="O=C=O.CN=O" orbital_gap_ha=0.3399
O -0.54765 -1.68708 -0.96259
O -1.65795 -2.40985 0.90892
O -1.24301 1.47513 0.00176
N -0.31912 0.83894 0.47675
C 1.04181 0.97814 -0.07147
C -1.09133 -2.08066 -0.02940
H 1.00685 1.72808 -0.78200
H 1.23818 0.04704 -0.39828
H 1.57222 1.11026 0.85633



*d*
9
Properties=species:S:1:pos:R:3 method="wB97M-V/def2-TZVPD" smiles="O=NCC(=O)O" orbital_gap_ha=0.3405
O 2.22086 -0.37365 0.74722
O -2.05199 0.51198 0.51140
O -1.14726 -1.23258 -0.52873
N 1.28910 -0.42153 -0.02677
C 0.29623 0.61780 0.04393
C -1.10558 -0.03863 0.04152
H -0.25989 -1.54344 -0.78279
H 0.35029 1.17763 -0.89262
H 0.40820 1.30241 0.88688



Tell me which of them is the least stable. Sure, it is *b*.



*a*
9
Properties=species:S:1:pos:R:3 method="wB97M-V/def2-TZVPD" orbital_gap_ha=0.3116
O -2.40448 -0.61120 -0.99002
O -0.28247 1.92406 -0.93054
O -1.05652 -1.63787 0.41936
N -1.37851 -0.72440 -0.35466
C 0.06454 0.98491 -0.31679
C 1.00021 0.15089 0.39891
H 0.67912 -0.94938 0.65047
H 1.37301 0.60267 1.33458
H 2.00510 0.26032 -0.21130



*b*
9
Properties=species:S:1:pos:R:3 method="wB97M-V/def2-TZVPD" orbital_gap_ha=0.3799
O 1.35237 -0.01982 -0.44306
O -2.11667 -0.06500 0.25444
O -2.03039 -3.09831 0.79261
N 0.14359 -0.05865 0.24242
C -1.07107 -0.39449 -0.21587
C -2.26180 -2.28129 1.58743
H -0.99477 -0.99156 -1.20152
H 0.33563 0.21910 1.25334
H 1.08256 -0.22196 -1.35970



*c*
9
Properties=species:S:1:pos:R:3 method="wB97M-V/def2-TZVPD" orbital_gap_ha=0.3830
O -0.22660 -0.82820 2.30225
O 0.32995 -0.04765 -1.69466
O -1.29285 -0.90411 0.11571
N 0.73698 1.01324 -0.68220
C -0.49593 -0.49603 1.16849
C 0.33719 0.72564 0.57511
H -0.73340 -0.94685 -0.70518
H 0.64234 0.08443 -2.54132
H 0.70232 1.39953 1.46180



Tell me which of them is the least stable. Sure, it is *a*.



*a*
9
Properties=species:S:1:pos:R:3 method="wB97M-V/def2-TZVPD" orbital_gap_ha=0.4028
O -1.52306 1.20921 -0.05651
O -3.16026 -0.36324 0.21918
O -0.19501 -1.71756 0.00828
N -0.88395 -0.63119 -0.57908
C -2.03307 -0.02281 0.03089
C -0.23759 0.73535 -0.44124
H 0.34379 0.58531 0.45486
H -0.16470 -2.48158 -0.63775
H 0.21164 1.20152 -1.25508



*b*
9
Properties=species:S:1:pos:R:3 method="wB97M-V/def2-TZVPD" smiles="C=CO[N+](=O)[O-]" orbital_gap_ha=0.4300
O -0.48607 2.39022 -1.35698
O 1.04917 0.91977 -1.74927
O -0.74198 0.47126 -0.49116
N 0.03032 1.32151 -1.24307
C -0.00833 -0.88498 1.35717
C 0.01386 -0.69611 0.09120
H -0.39586 -0.28223 2.15778
H 0.35799 -1.76098 1.86852
H 0.18088 -1.47844 -0.63419



Tell me which of them is the least stable. Sure, it is *b*.



*a*
56
Properties=species:S:1:pos:R:3 method="wB97M-V/def2-TZVPD" smiles="CCOc1ccc(S(=O)(=O)N(C)c2ccc(OCC(=O)N3CCOCC3)cc2)cc1" orbital_gap_ha=0.3217
S -1.34927 2.22921 0.80293
O -6.05512 -1.11667 -0.42021
O -1.85839 3.51702 1.17477
O 5.80315 0.58448 -1.19071
O 3.14347 -1.58394 -1.72071
O -0.47725 1.54994 1.71599
O 3.61079 -0.54529 2.92591
N -0.58635 2.41382 -0.69688
N 4.92058 -0.68974 0.43657
C 5.40172 0.19935 1.47861
C -2.74504 1.17524 0.43459
C -4.67237 0.69740 -0.88781
C 1.01519 -0.87079 -1.04503
C 5.13339 -0.37618 -0.85376
C -0.45404 3.76137 -1.19996
C 0.37751 1.45176 -1.01348
C -3.01252 0.08965 1.24334
C 1.62166 1.77428 -1.54441
C -7.69263 -2.82417 -0.25980
C 2.27510 -0.53747 -1.54095
C 4.22635 0.59705 2.37628
C 2.56268 0.79310 -1.80875
C 4.50757 -1.28419 -1.92128
C -6.42493 -2.24795 0.35025
C 0.07938 0.10727 -0.79114
C -4.11454 -0.70995 0.99184
C 3.10742 -1.37561 1.90763
C -3.57452 1.48802 -0.62860
C 4.23322 -1.84451 0.97332
C -4.95627 -0.41125 -0.07948
H 2.64984 -2.23119 2.40688
H 4.95522 -2.43015 1.55775
H -7.51072 -3.11178 -1.29148
H -0.88782 -0.16501 -0.40343
H 2.34193 -0.83929 1.32696
H 0.43562 4.26903 -0.81559
H -5.61978 -2.99463 0.33013
H 5.02044 -2.25119 -1.92909
H 0.79053 -1.90980 -0.86129
H -3.34947 2.34558 -1.24163
H -4.30819 -1.55418 1.63358
H 3.49250 1.17376 1.79331
H -1.32839 4.31365 -0.86485
H -6.60540 -1.94953 1.39152
H 4.67088 -0.79822 -2.89142
H 1.88153 2.80001 -1.74866
H -5.33693 0.91150 -1.70940
H -8.48419 -2.08041 -0.24211
H 3.51946 1.09122 -2.20534
H 3.82227 -2.46414 0.18088
H 6.15758 -0.32373 2.07537
H -2.34369 -0.12225 2.06281
H -8.00974 -3.69672 0.30377
H 5.84940 1.07192 1.00261
H -0.42168 3.73859 -2.28996
H 4.57286 1.19570 3.21964



*b*
56
Properties=species:S:1:pos:R:3 method="wB97M-V/def2-TZVPD" smiles="Cc1ccc(S(=O)(=O)N[C@@H](CC(=O)N2CCC3(CC2)OCCO3)c2ccco2)cc1" orbital_gap_ha=0.3333
S -1.27139 -0.47949 0.93771
O 5.07540 -0.49137 -0.39545
O -0.02868 -0.90635 0.34440
O -1.29803 -0.34693 2.36692
O -1.12382 4.54574 0.52858
O 3.84276 -2.33907 -0.02834
O 0.21305 1.85260 -1.32849
N 2.18564 1.47363 -0.32762
N -1.79991 0.97275 0.28641
C -2.76161 3.57783 -0.62128
C -1.27017 2.14464 0.96580
C 3.74524 -0.94004 -0.17361
C -4.66990 -3.14474 -0.48567
C -5.79591 -4.01970 -0.94221
C -3.43989 -3.17216 -1.13428
C 2.74178 0.90486 -1.53972
C -2.39442 -2.37628 -0.69825
C 5.08166 -2.61683 0.58058
C -3.79534 -1.50848 1.05488
C 5.95001 -1.38114 0.25998
C -1.73489 5.49589 -0.20339
C 0.87422 1.78849 -0.30203
C -4.83518 -2.30570 0.61378
C 3.02547 1.23257 0.82177
C 3.14154 -0.27172 1.07689
C 2.87163 -0.60972 -1.38406
C -1.74896 3.37900 0.26867
C 0.26848 2.10868 1.05753
C -2.58340 -1.55349 0.39351
C -2.74944 4.96080 -0.93009
H 1.89012 -1.04977 -1.20556
H -3.40527 5.47638 -1.60111
H 4.02116 1.62828 0.58874
H 2.64489 1.75019 1.70018
H 5.47166 -3.53746 0.14321
H 2.15452 -0.70666 1.24060
H 0.53487 1.32899 1.77078
H 6.35459 -0.92413 1.17150
H -6.74853 -3.50325 -0.85060
H 0.63401 3.07422 1.41186
H -1.67113 2.10802 1.98785
H 4.96351 -2.75245 1.66321
H 2.07135 1.14845 -2.36437
H -3.89827 -0.85626 1.90685
H 3.31515 -1.04969 -2.27635
H -5.65685 -4.32813 -1.97494
H 3.72679 1.34551 -1.71703
H 6.77273 -1.61028 -0.42187
H -1.52043 1.01867 -0.69069
H -1.43092 -2.38654 -1.18261
H -3.42524 2.83216 -1.00542
H -5.78698 -2.28040 1.12379
H -1.35698 6.49528 -0.11878
H -5.84127 -4.91595 -0.32329
H -3.30050 -3.82074 -1.98660
H 3.77110 -0.45873 1.94776



Tell me which of them is the least stable. Sure, it is *a*.